[1]
The following is a DFT calculation (wB97M-V/def2-TZVPD) of C21H26N4O2S in the gas phase at a distorted geometry.

```
! RIJCOSX wB97M-V def2-TZVPD def2/J DEFGRID3
* xyz 0 1
C 7.822 0.919 -0.167
H 7.725 1.459 -1.105
H 8.062 -0.119 -0.389
H 8.650 1.348 0.391
C 6.535 1.022 0.661
N 5.341 0.456 0.073
C 4.910 1.028 -1.198
C 5.124 -0.063 -2.248
H 6.166 -0.078 -2.573
C 4.799 -1.322 -1.450
H 3.720 -1.478 -1.422
H 5.264 -2.217 -1.859
C 5.317 -1.005 -0.039
C 4.406 -1.577 1.061
N 3.138 -0.899 1.055
C 1.981 -1.505 0.704
O 1.870 -2.711 0.561
C 0.826 -0.607 0.538
C -0.461 -1.017 0.364
C -1.362 0.064 0.211
C -0.687 1.291 0.278
N -1.582 2.282 0.142
N -2.809 1.767 -0.008
C -2.722 0.441 0.026
C -3.903 -0.392 -0.112
C -3.807 -1.773 -0.249
C -4.958 -2.531 -0.376
C -6.200 -1.932 -0.370
C -6.307 -0.545 -0.238
C -5.159 0.219 -0.109
H -5.190 1.290 -0.004
O -7.576 -0.045 -0.247
C -7.746 1.345 -0.123
H -7.265 1.884 -0.946
H -8.822 1.515 -0.161
H -7.354 1.715 0.829
H -7.104 -2.511 -0.467
H -4.884 -3.603 -0.482
H -2.842 -2.251 -0.267
C -1.360 3.697 0.140
H -2.326 4.181 0.017
H -0.907 4.013 1.082
H -0.700 3.980 -0.683
S 1.007 1.153 0.514
H -0.712 -2.061 0.360
H 3.207 0.109 1.060
H 4.216 -2.640 0.895
H 4.881 -1.442 2.039
H 6.320 -1.427 0.101
H 4.487 0.063 -3.120
H 3.841 1.267 -1.128
H 5.448 1.950 -1.421
H 6.326 2.076 0.865
H 6.686 0.523 1.623
*
```

Output
- Largest force on an atom: 1.0 eV Å⁻¹
- LUMO: 0.503 eV
- E: -43089.481 eV
- E_HOMO: -7.962 eV
- Structure (SMILES): CCN1CCC[C@@H]1CNC(=O)c1cc2c(-c3cccc(OC)c3)nn(C)c2s1

=====

[2]
The following is a DFT calculation (wB97M-V/def2-TZVPD) of a molecular structure, C21H26N4O3PtSSi.

```
! RIJCOSX wB97M-V def2-TZVPD def2/J DEFGRID3
* xyz 0 3
Pt -0.605 -1.175 -0.932
O -1.744 -0.441 6.054
C -2.714 -1.052 5.227
C -2.181 -1.177 3.827
C -3.003 -1.661 2.814
C -2.497 -1.769 1.535
N -1.243 -1.430 1.240
C -0.440 -0.976 2.200
C -0.878 -0.830 3.512
C 0.946 -0.642 1.771
C 1.954 -0.362 2.683
C 3.244 -0.142 2.223
C 4.354 0.199 3.177
O 4.107 -0.432 4.420
C 3.477 -0.228 0.859
C 2.419 -0.497 0.009
N 1.180 -0.687 0.451
H -2.099 -0.361 6.943
H -3.638 -0.463 5.200
H -2.967 -2.054 5.592
H -4.027 -1.951 3.011
H -3.092 -2.140 0.711
H -0.234 -0.441 4.284
H 1.763 -0.347 3.744
H 4.384 1.290 3.299
H 5.310 -0.117 2.749
H 4.813 -0.203 5.031
H 4.469 -0.090 0.448
H 2.557 -0.547 -1.063
O -2.475 -4.844 -2.791
S -2.145 -3.429 -2.667
N -1.431 -2.988 -1.443
C -3.247 0.648 -1.403
Si -1.792 1.416 -2.306
C -1.459 3.058 -1.442
C -2.281 1.686 -4.099
N -0.409 0.331 -2.230
C 0.764 0.534 -2.946
C 1.603 -0.558 -3.225
C 2.787 -0.392 -3.924
C 3.167 0.861 -4.385
C 2.332 1.944 -4.146
C 1.149 1.787 -3.444
H -4.148 1.212 -1.656
H -3.116 0.692 -0.320
H -3.411 -0.393 -1.683
H -2.398 3.607 -1.346
H -0.750 3.710 -1.951
H -1.079 2.876 -0.434
H -3.201 2.272 -4.154
H -2.464 0.726 -4.584
H -1.517 2.208 -4.676
H 1.283 -1.548 -2.918
H 3.404 -1.258 -4.128
H 4.089 0.989 -4.936
H 2.601 2.927 -4.511
H 0.528 2.654 -3.270
*
```

Output
- Largest force on an atom: 0.2 eV Å⁻¹
- LUMO (alpha / beta): -0.469 / -0.508 eV
- E: -56260.646 eV
- E_HOMO (alpha / beta): -6.827 / -7.678 eV

=====

[3]
The following is a DFT calculation (wB97M-V/def2-TZVPD) of C21H26N4O4S in the gas phase at a distorted geometry.

```
! RIJCOSX wB97M-V def2-TZVPD def2/J DEFGRID3
* xyz 0 1
C -6.222 2.683 0.041
C -4.741 2.732 -0.179
C -4.217 2.670 -1.466
C -2.857 2.709 -1.692
C -1.972 2.821 -0.620
C -2.488 2.886 0.671
C -3.855 2.839 0.881
H -4.232 2.894 1.893
H -1.834 2.990 1.523
N -0.585 2.842 -0.832
C 0.054 3.220 -1.981
O -0.464 3.649 -2.981
C 1.548 3.031 -1.765
C 1.653 2.190 -0.496
H 2.520 2.454 0.114
C 1.762 0.703 -0.850
O 1.837 0.279 -1.976
N 1.761 -0.104 0.252
C 1.918 -1.487 0.168
C 2.775 -2.212 -0.635
C 2.500 -3.558 -0.311
N 1.558 -3.640 0.607
N 1.191 -2.386 0.892
C 0.088 -2.143 1.818
C -0.359 -3.494 2.375
H 0.446 -3.954 2.939
H -1.219 -3.355 3.025
H -0.629 -4.165 1.566
C 0.552 -1.252 2.979
H 1.548 -1.542 3.305
H 0.556 -0.197 2.713
H -0.128 -1.371 3.818
C -1.068 -1.493 1.050
H -0.753 -0.582 0.548
H -1.878 -1.250 1.733
H -1.445 -2.179 0.296
C 3.318 -4.594 -0.957
H 2.854 -5.038 -1.834
H 3.681 -5.359 -0.279
S 4.731 -3.560 -1.561
O 5.742 -3.514 -0.541
O 5.140 -3.970 -2.874
C 3.854 -1.934 -1.593
H 3.502 -1.752 -2.605
H 4.542 -1.154 -1.281
H 1.726 0.307 1.173
C 0.338 2.510 0.233
H -0.054 1.669 0.812
H 0.474 3.366 0.907
H 1.980 2.524 -2.628
H 2.020 4.008 -1.659
H -2.473 2.664 -2.697
H -4.888 2.586 -2.308
H -6.711 3.498 -0.492
H -6.632 1.747 -0.339
H -6.464 2.765 1.098
*
```

Output
- Largest force on an atom: 1.4 eV Å⁻¹
- LUMO: 0.114 eV
- E: -47185.326 eV
- E_HOMO: -8.561 eV
- Structure (SMILES): Cc1ccc(N2C[C@@H](C(=O)Nc3c4c(nn3C(C)(C)C)CS(=O)(=O)C4)CC2=O)cc1

=====

[4]
The following is a DFT calculation (wB97M-V/def2-TZVPD) of C21H26N4O5S2 in the gas phase.

```
! RIJCOSX wB97M-V def2-TZVPD def2/J DEFGRID3
* xyz 0 1
C -7.424 -1.940 0.322
H -8.500 -1.817 0.210
O -6.863 -0.699 -0.033
C -5.519 -0.557 0.012
C -4.619 -1.542 0.387
C -3.259 -1.286 0.395
C -2.774 -0.034 0.048
C -3.672 0.966 -0.344
C -5.030 0.718 -0.373
O -5.980 1.611 -0.749
C -5.574 2.898 -1.148
H -4.924 2.862 -2.028
H -6.492 3.427 -1.402
H -5.064 3.431 -0.339
H -3.299 1.924 -0.667
C -1.311 0.183 0.076
O -0.512 -0.732 -0.058
N -0.935 1.478 0.302
C 0.327 2.061 0.362
N 1.380 1.381 -0.082
C 2.665 1.932 -0.295
C 2.785 3.147 -0.954
C 4.023 3.665 -1.282
C 5.161 2.947 -0.961
C 5.057 1.741 -0.297
C 3.817 1.209 0.070
N 3.750 0.003 0.738
C 2.854 -0.260 1.834
C 2.069 -1.556 1.544
N 2.832 -2.425 0.669
S 2.449 -2.309 -0.968
O 3.507 -2.952 -1.689
O 2.091 -0.978 -1.380
C 0.970 -3.340 -1.041
H 1.149 -4.210 -0.426
H 0.821 -3.620 -2.076
H 0.137 -2.749 -0.683
C 4.253 -2.365 0.935
C 4.817 -0.964 0.626
H 5.185 -0.945 -0.402
H 5.651 -0.744 1.314
H 4.404 -2.635 1.984
H 4.732 -3.111 0.301
H 1.860 -2.096 2.474
H 1.126 -1.342 1.045
H 2.182 0.580 1.989
H 3.447 -0.387 2.754
H 5.958 1.208 -0.038
H 6.137 3.330 -1.219
H 4.093 4.610 -1.797
H 1.889 3.678 -1.235
H 1.275 0.424 -0.435
S 0.363 3.574 1.035
H -1.655 2.127 0.595
H -2.562 -2.056 0.685
H -4.969 -2.520 0.676
H -7.196 -2.202 1.360
H -7.081 -2.741 -0.341
*
```

Output
- Largest force on an atom: 1.0 eV Å⁻¹
- LUMO: 0.144 eV
- E: -60067.028 eV
- E_HOMO: -7.594 eV
- Structure (SMILES): COc1ccc(C(=O)NC(=S)Nc2ccccc2N2CCN(S(C)(=O)=O)CC2)cc1OC

=====

[5]
The following is a DFT calculation (wB97M-V/def2-TZVPD) of C21H26N4OS in the gas phase at a distorted geometry.

```
! RIJCOSX wB97M-V def2-TZVPD def2/J DEFGRID3
* xyz 0 1
C 2.898 3.508 -1.999
C 3.193 2.293 -1.183
N 2.053 2.246 -0.334
C 1.932 1.215 0.671
N 0.746 0.911 1.238
C -0.465 1.874 1.219
C -1.333 1.495 0.119
C -0.833 0.812 -1.197
C -1.702 0.587 -2.250
C -2.855 1.122 -2.177
N -3.379 2.157 -1.176
C -2.620 2.276 -0.276
H -2.884 2.653 0.481
H -3.567 1.104 -2.946
H -1.347 -0.100 -3.087
H 0.077 0.267 -0.902
H -1.015 1.746 2.102
H -0.106 2.951 1.168
C 0.813 0.367 2.517
H 1.538 -0.360 2.613
H 0.825 0.886 3.375
C -0.693 -0.464 2.944
C -1.186 -0.999 1.595
C -2.560 -0.963 1.337
N -2.682 -1.490 -0.274
C -1.404 -2.155 -0.465
C -1.155 -3.067 -1.610
C 0.180 -3.103 -1.812
C 1.048 -3.005 -0.707
C 0.842 -2.320 0.407
C -0.503 -1.753 0.469
H 1.523 -2.084 0.951
O 2.411 -3.374 -1.114
C 3.404 -3.286 -0.249
H 3.529 -2.153 -0.047
H 4.366 -3.361 -0.653
H 3.283 -3.655 0.559
H 0.451 -3.788 -2.393
H -1.936 -3.074 -2.330
H -3.668 -1.586 -0.432
C -3.585 -0.445 1.981
H -4.314 0.368 1.360
H -4.477 -1.166 2.183
H -3.408 0.070 2.714
H -1.429 0.109 3.230
H -0.159 -1.443 3.453
S 3.345 0.298 1.102
H 1.152 2.327 -0.658
H 3.954 2.518 -0.657
H 3.052 1.459 -1.729
H 3.745 3.683 -2.767
H 2.741 4.454 -1.543
H 2.162 3.438 -2.820
*
```

Output
- Largest force on an atom: 13.1 eV Å⁻¹
- LUMO: 0.161 eV
- E: -41026.140 eV
- E_HOMO: -7.671 eV
- Structure (SMILES): CCNC(=S)N(CCc1c(C)[nH]c2ccc(OC)cc12)Cc1cccnc1

=====

[6]
The following is a DFT calculation (wB97M-V/def2-TZVPD) of a molecular structure, C21H26N4PRhS at a distorted geometry.

```
! RIJCOSX wB97M-V def2-TZVPD def2/J DEFGRID3
* xyz 2 1
Rh 0.134 -0.778 -0.197
C 3.827 -4.293 -3.208
C 3.197 -3.517 -4.173
C 2.159 -2.673 -3.814
C 1.751 -2.659 -2.483
C 2.362 -3.443 -1.508
C 3.423 -4.247 -1.875
N 0.621 -1.889 -2.126
N 0.516 -0.721 -2.584
C -0.842 -0.191 -2.447
C -1.686 0.093 -3.504
C -2.869 0.753 -3.192
C -3.178 1.134 -1.888
C -2.339 0.830 -0.823
C -1.185 0.129 -1.141
H 4.641 -4.946 -3.493
H 3.519 -3.568 -5.204
H 1.652 -2.056 -4.543
H 2.025 -3.402 -0.479
H 3.932 -4.846 -1.132
H -1.432 -0.172 -4.522
H -3.564 0.994 -3.985
H -4.101 1.668 -1.702
H -2.601 1.107 0.188
C 1.061 5.357 0.063
C 0.726 4.253 1.002
C -0.031 4.368 2.144
C -0.264 3.233 2.919
N 0.210 2.020 2.567
C 0.941 1.928 1.487
S 1.734 0.444 0.958
N 1.201 3.018 0.720
C -1.032 3.297 4.193
H 0.618 6.290 0.400
H 0.688 5.128 -0.937
H 2.144 5.485 0.000
H -0.430 5.330 2.432
H 1.797 2.872 -0.087
H -1.445 4.284 4.377
H -0.366 3.028 5.015
H -1.834 2.557 4.176
C -0.025 -1.432 3.207
P -0.863 -1.656 1.634
C -0.968 -3.433 1.341
C -2.561 -1.110 1.898
H -0.597 -1.929 3.992
H 0.063 -0.367 3.423
H 0.977 -1.860 3.172
H -1.475 -3.899 2.188
H 0.026 -3.872 1.245
H -1.531 -3.636 0.430
H -2.983 -1.657 2.743
H -3.165 -1.301 1.013
H -2.578 -0.045 2.123
*
```

Output
- Largest force on an atom: 3.3 eV Å⁻¹
- LUMO: -7.693 eV
- E: -51275.769 eV
- E_HOMO: -14.142 eV

=====

[7]
The following is a DFT calculation (wB97M-V/def2-TZVPD) of 6 unconnected molecules or ions with the total composition C21H26N5O3 at a distorted geometry.

```
! RIJCOSX wB97M-V def2-TZVPD def2/J DEFGRID3
* xyz -1 1
O 7.585 41.212 7.638
C 7.093 40.418 8.669
O 6.215 39.577 8.350
O 7.482 40.677 9.832
H 6.916 40.947 6.980
N 9.983 36.731 9.948
C 10.743 36.799 11.083
C 10.887 38.113 11.436
C 10.165 38.884 10.470
C 9.630 38.002 9.575
H 9.677 35.875 9.533
H 11.167 35.914 11.532
H 11.460 38.523 12.252
H 9.962 39.941 10.499
H 9.034 38.151 8.690
N 6.131 41.262 3.089
C 5.300 42.322 2.888
C 4.743 42.648 4.107
C 5.248 41.741 5.066
C 6.100 40.898 4.435
H 6.562 40.719 2.365
H 5.223 42.782 1.918
H 4.261 43.582 4.354
H 5.057 41.691 6.127
H 6.689 40.061 4.769
N 8.309 44.519 7.319
C 9.210 45.238 8.088
C 8.858 46.563 7.940
C 7.723 46.625 7.101
C 7.410 45.341 6.730
H 8.259 43.510 7.324
H 9.901 44.661 8.674
H 9.323 47.404 8.428
H 7.143 47.516 6.916
H 6.581 44.906 6.197
N 7.727 39.757 14.817
C 8.501 40.013 13.706
C 7.891 41.067 13.030
C 6.741 41.419 13.761
C 6.655 40.605 14.854
H 7.707 38.989 15.462
H 9.323 39.354 13.493
H 8.287 41.475 12.115
H 6.165 42.312 13.581
H 6.040 40.625 15.740
N 4.309 42.473 11.402
C 3.674 41.516 12.143
C 3.122 40.595 11.274
C 3.733 40.830 10.023
C 4.411 42.033 10.119
H 4.699 43.280 11.846
H 3.564 41.580 13.215
H 2.384 39.861 11.552
H 3.534 40.226 9.153
H 4.974 42.622 9.414
*
```

Output
- Largest force on an atom: 3.3 eV Å⁻¹
- LUMO: 2.816 eV
- E: -35791.953 eV
- E_HOMO: -4.632 eV

=====

[8]
The following is a DFT calculation (wB97M-V/def2-TZVPD) of a molecular structure, C21H26N5ORuS at a distorted geometry.

```
! RIJCOSX wB97M-V def2-TZVPD def2/J DEFGRID3
* xyz 0 6
Ru 0.755 -1.265 0.100
N 2.421 -5.381 -1.055
C 2.171 -4.078 -0.743
S 0.872 -3.810 0.398
N 2.928 -3.186 -1.279
N 2.676 -1.870 -1.030
C 3.714 -1.104 -1.111
C 3.747 0.315 -0.936
C 4.997 0.957 -0.871
C 5.111 2.298 -0.600
C 3.950 3.050 -0.373
C 2.711 2.467 -0.459
C 2.557 1.091 -0.776
O 1.381 0.584 -0.934
H 1.776 -6.081 -0.745
H 3.058 -5.585 -1.804
H 4.670 -1.601 -1.283
H 5.890 0.361 -1.029
H 6.085 2.768 -0.552
H 4.037 4.102 -0.126
H 1.802 3.037 -0.302
N 0.954 -1.609 3.146
C 1.411 -1.221 2.147
H 0.521 -2.067 3.920
C -0.114 2.738 3.093
C -1.187 2.092 2.258
C -2.531 2.442 2.401
C -3.513 1.849 1.606
C -4.955 2.271 1.734
C -3.166 0.874 0.692
C -1.816 0.461 0.520
C -0.852 1.137 1.325
N -1.353 -0.505 -0.301
C -2.000 -0.999 -1.523
C -2.088 -2.531 -1.459
C -3.401 -0.470 -1.846
C -1.071 -0.602 -2.689
H -0.528 3.523 3.723
H 0.665 3.168 2.462
H 0.363 1.996 3.736
H -2.813 3.192 3.130
H -5.082 2.983 2.548
H -5.604 1.415 1.920
H -5.292 2.747 0.811
H -3.963 0.403 0.142
H 0.199 0.961 1.129
H -2.651 -2.853 -0.582
H -1.096 -2.971 -1.405
H -2.580 -2.912 -2.355
H -4.139 -0.817 -1.122
H -3.688 -0.868 -2.819
H -3.420 0.618 -1.910
H -0.049 -0.937 -2.505
H -1.045 0.482 -2.802
H -1.426 -1.056 -3.614
*
```

Output
- Largest force on an atom: 1.1 eV Å⁻¹
- LUMO (alpha / beta): 0.462 / -1.890 eV
- E: -45110.534 eV
- E_HOMO (alpha / beta): -6.685 / -6.917 eV